Entry 1:
C42H31N7SSbSeY | the ωB97M-V functional and the def2-TZVPD basis

Each line ends with the Löwdin charge.
Cartesian coordinates (Å):
Y 0.04689 -0.12462 0.31464  1.2227
C -4.33928 0.28611 -0.07395  -0.0337
C -4.93084 0.26483 1.19100  -0.0145
C -4.15394 0.03283 2.30095  0.0290
C -2.77163 -0.16392 2.15771  -0.3006
N -2.20800 -0.12450 0.93998  -0.0257
C -2.98701 0.08331 -0.14395  -0.1663
N -2.06985 -0.42154 3.30788  0.1791
C -0.80068 -0.43519 3.46392  -0.2649
N 0.24964 -0.19514 2.55888  -0.0023
C 1.43825 -0.20636 3.29003  -0.2944
N 2.65544 0.01548 2.93709  0.1837
C 3.12360 0.24301 1.67123  -0.3342
C 4.49077 0.54778 1.55582  0.0170
C 5.04756 0.75386 0.31696  -0.0173
C 4.24804 0.65531 -0.82606  -0.0359
C 2.92322 0.36339 -0.64636  -0.1594
N 2.35816 0.16504 0.56738  -0.0137
C 1.13430 -0.50741 4.70009  -0.1289
C 1.96825 -0.62093 5.79816  -0.0028
C 1.37163 -0.94271 7.01051  -0.0434
C -0.00836 -1.13381 7.10897  -0.0410
C -0.83622 -0.99863 6.00179  0.0143
C -0.22783 -0.68358 4.79967  -0.1128
H -4.91863 0.44450 -0.97140  0.1204
H -5.99686 0.41637 1.29590  0.1262
H -4.57006 -0.00977 3.29616  0.1268
H -2.49063 0.06104 -1.11516  0.0898
H 5.06909 0.61183 2.46570  0.1259
H 6.10061 0.98673 0.22699  0.1244
H 4.64695 0.79473 -1.82011  0.1172
H 2.26193 0.28394 -1.50802  0.0948
H 3.03395 -0.46020 5.70945  0.1197
H 1.98128 -1.04267 7.89874  0.1146
H -0.43788 -1.38221 8.07027  0.1156
H -1.90747 -1.12776 6.07034  0.1219
Se -0.82806 2.76855 -2.00922  1.1739
N -0.12057 2.16206 -0.46097  -0.3686
C 0.41118 3.21029 0.16936  -0.3524
C 1.02610 3.19256 1.45536  -0.0244
C 1.51652 4.35771 1.94783  -0.0226
C 1.43764 5.59740 1.22576  -0.0353
C 0.84625 5.66416 0.01288  0.0089
C 0.30637 4.46288 -0.54797  -0.3590
N -0.29766 4.41346 -1.71816  -0.1983
H 1.07313 2.28015 2.03587  0.0838
H 1.97807 4.36408 2.92680  0.1224
H 1.85369 6.48734 1.67705  0.1208
H 0.76147 6.58489 -0.54662  0.1302
S -0.11443 -2.40402 -1.06077  0.0537
Sb 1.84773 -3.58511 -0.65588  1.3499
C 1.42386 -5.60730 -0.88107  -0.3666
C 0.57822 -6.01834 -1.90832  -0.1193
C 0.33390 -7.37066 -2.07846  -0.0565
C 0.92902 -8.29602 -1.22849  -0.0484
C 1.76623 -7.87861 -0.20490  -0.0577
C 2.02063 -6.52565 -0.02440  -0.1119
C 3.29760 -2.94707 -2.01938  -0.3624
C 4.59376 -3.44972 -1.92419  -0.1175
C 5.55271 -3.04284 -2.84018  -0.0541
C 5.21338 -2.15321 -3.85139  -0.0524
C 3.91449 -1.67392 -3.95794  -0.0664
C 2.95180 -2.06903 -3.03970  -0.1555
C 2.52214 -3.35303 1.30531  -0.3815
C 3.85387 -3.05726 1.58077  -0.1212
C 4.29390 -3.05999 2.89721  -0.0576
C 3.40934 -3.35065 3.92467  -0.0538
C 2.07392 -3.61955 3.65054  -0.0617
C 1.62548 -3.62544 2.33856  -0.1250
H 0.10298 -5.29859 -2.56457  0.0965
H -0.32088 -7.70581 -2.87121  0.1170
H 0.73386 -9.35109 -1.36557  0.1179
H 2.22057 -8.60483 0.45530  0.1165
H 2.66717 -6.19989 0.78229  0.1011
H 4.86082 -4.17051 -1.16093  0.1056
H 6.56017 -3.43093 -2.77355  0.1179
H 5.96177 -1.84580 -4.56962  0.1176
H 3.64959 -1.00355 -4.76509  0.1154
H 1.93299 -1.70804 -3.12839  0.0712
H 4.54624 -2.81926 0.78415  0.0923
H 5.32943 -2.83899 3.11999  0.1179
H 3.75925 -3.36459 4.94813  0.1179
H 1.38567 -3.83293 4.45836  0.1207
H 0.58688 -3.85843 2.12643  0.1098

Forces on the atoms, in the same order (eV/Å):
Y -0.04 -0.02 0.20
C 0.05 0.00 -0.07
C -0.04 -0.01 0.08
C 0.04 0.00 -0.10
C -0.17 0.02 -0.02
N 0.08 0.02 -0.08
C -0.03 -0.03 0.09
N -0.05 -0.01 0.04
C 0.18 -0.03 0.09
N -0.04 0.02 -0.12
C -0.11 0.00 0.14
N 0.05 -0.04 -0.02
C 0.08 0.03 -0.01
C -0.05 0.02 -0.07
C 0.03 -0.01 0.05
C -0.03 -0.03 -0.03
C 0.01 0.05 0.10
N -0.02 -0.04 -0.07
C 0.13 0.01 0.00
C -0.02 0.00 -0.01
C 0.01 0.00 0.00
C -0.01 0.00 0.01
C 0.01 0.01 -0.02
C -0.09 -0.01 0.02
H 0.00 0.00 0.00
H 0.00 0.01 0.00
H 0.00 -0.01 0.00
H 0.01 0.00 0.00
H 0.00 -0.01 0.00
H 0.00 0.01 0.00
H 0.01 0.00 0.01
H 0.00 -0.02 -0.01
H 0.01 -0.01 -0.01
H 0.00 0.00 0.00
H 0.00 0.00 0.00
H 0.00 0.00 0.00
Se 0.14 0.04 -0.03
N -0.06 -0.01 -0.06
C -0.04 -0.04 0.03
C 0.04 0.02 0.01
C 0.00 0.00 -0.01
C -0.01 -0.03 -0.03
C 0.03 0.03 0.03
C 0.04 0.02 -0.09
N -0.10 -0.08 0.06
H 0.01 0.00 0.00
H 0.00 -0.01 0.00
H -0.01 0.00 0.01
H 0.00 0.00 0.00
S 0.05 0.05 -0.07
Sb -0.10 0.08 -0.02
C -0.07 -0.05 -0.10
C 0.00 0.02 0.01
C 0.02 -0.06 0.03
C -0.03 0.01 -0.04
C 0.02 0.02 0.02
C -0.01 -0.01 0.02
C 0.09 -0.02 -0.03
C -0.02 0.00 -0.03
C 0.00 0.02 -0.01
C 0.00 0.00 0.01
C 0.02 0.00 0.01
C -0.03 0.02 0.00
C 0.03 0.05 0.09
C -0.05 0.03 0.01
C 0.01 0.02 0.02
C -0.04 0.02 0.01
C 0.01 0.01 0.01
C -0.01 -0.03 -0.01
H 0.01 0.01 0.00
H 0.00 0.01 0.00
H 0.00 0.00 0.00
H 0.01 0.01 0.00
H 0.01 -0.01 0.00
H 0.01 -0.01 0.03
H 0.00 0.00 0.00
H 0.00 -0.01 -0.01
H -0.01 0.00 0.00
H 0.00 -0.01 -0.01
H 0.04 0.00 -0.04
H 0.00 0.00 -0.01
H 0.00 0.01 0.01
H 0.00 0.00 -0.01
H 0.00 -0.01 0.00

Multiplicity = 1
Charge = +2
Lowest unoccupied orbital energy = -6.3 eV
Orbital gap = 6.94 eV
Highest occupied orbital energy = -0.4861 Ha

---

Entry 2:
C20H29N2PrS | the ωB97M-V functional and the def2-TZVPD basis

Each line ends with the Mulliken spin population.
Cartesian coordinates (Å):
C 1.40567 2.19246 -1.09538  -0.0443
H 2.36900 2.55150 -0.69161  -0.0064
H 1.42121 2.13237 -2.18677  0.0019
H 0.59805 -1.30612 2.38495  0.0006
C 0.20243 2.91612 -0.52604  0.0184
H -0.72997 2.32650 -0.67650  -0.0045
H 0.31454 3.04866 0.56989  -0.0046
C -0.06676 4.32169 -1.12571  -0.0022
H -1.00022 4.73111 -0.72637  -0.0003
H 0.74229 5.01148 -0.86951  0.0003
H -0.16271 4.27075 -2.21379  0.0000
C -0.76713 -1.78769 0.12404  0.0014
C -1.31667 -0.73948 -0.67910  -0.0034
C -0.42148 -0.51318 -1.76871  -0.0364
C 0.72501 -1.34385 -1.58190  0.0012
C 0.51079 -2.13665 -0.41473  -0.0011
C 1.37600 -3.25538 0.05559  -0.0064
C 1.90227 -1.39557 -2.49166  0.0006
C -0.69112 0.32928 -2.96335  0.0006
C -2.64602 -0.10627 -0.47005  0.0071
C -1.52609 -2.55791 1.14325  0.0006
Pr 0.87000 0.48108 0.46958  2.0410
H 2.54875 -2.24973 -2.25709  -0.0003
H 1.57682 -1.49666 -3.53736  0.0001
H 2.51959 -0.48267 -2.43521  0.0009
H 2.43492 -3.07790 -0.18206  -0.0006
H 1.29013 -3.41910 1.14166  0.0002
H 1.10024 -4.20972 -0.42442  -0.0006
H -2.06229 -1.89291 1.83184  -0.0005
H -2.28569 -3.20472 0.67069  -0.0001
H -0.87219 -3.20947 1.73812  -0.0001
H -2.76070 0.80100 -1.07737  -0.0003
H -3.45997 -0.79501 -0.74654  -0.0009
H -2.80786 0.17860 0.58101  -0.0025
H -0.30496 1.35228 -2.86991  -0.0004
H -0.22516 -0.11301 -3.85337  -0.0006
H -1.77034 0.40036 -3.14522  0.0000
N 2.97869 -0.72167 1.65608  0.0057
C 2.23618 -0.04037 2.63186  0.0159
N 0.94388 -0.44675 2.84038  -0.0035
C 0.02856 0.58436 3.22623  -0.0016
C -1.35775 0.44710 3.12357  0.0042
C -2.11192 1.62063 3.05259  0.0016
C -1.49172 2.87028 3.18512  -0.0012
C -0.11169 2.98956 3.32796  0.0000
C 0.66908 1.82272 3.28325  0.0065
S 2.41559 1.68919 2.83698  0.0118
H 3.92549 -0.35864 1.52195  0.0005
H 2.98124 -1.74333 1.72819  0.0008
H -1.81648 -0.54020 3.12405  -0.0001
H -3.19151 1.55576 2.91167  0.0007
H -2.10068 3.77392 3.17962  0.0001
H 0.39309 3.94738 3.45385  0.0002

Forces on the atoms, in the same order (eV/Å):
C 0.50 -0.85 0.45
H -0.23 0.45 -0.33
H 0.12 0.07 0.30
H 0.02 -0.14 0.45
C 0.05 0.82 -0.49
H 0.10 -0.10 0.06
H -0.08 0.05 0.01
C -0.23 -0.18 0.43
H 0.10 0.02 -0.07
H -0.05 -0.16 -0.13
H 0.10 -0.08 0.18
C 0.44 0.78 -0.23
C 0.91 -0.34 0.03
C 0.28 -0.22 0.71
C -0.53 0.29 0.57
C -0.12 0.68 -0.09
C 0.32 -0.44 0.08
C 0.47 -0.03 -0.27
C -0.17 0.36 -0.37
C -0.58 0.17 -0.06
C -0.26 -0.20 0.51
Pr -1.92 -0.02 -3.84
H -0.14 0.18 -0.15
H 0.15 0.01 0.27
H -0.18 -0.23 -0.09
H -0.22 -0.11 0.03
H 0.03 -0.07 -0.18
H 0.12 0.29 0.19
H -0.08 -0.32 -0.19
H 0.29 0.21 0.17
H -0.18 0.04 -0.07
H -0.01 -0.23 0.14
H 0.16 0.22 0.09
H -0.02 -0.10 -0.24
H -0.12 -0.21 -0.11
H -0.15 0.14 0.19
H 0.25 -0.03 -0.04
N 0.23 0.19 1.64
C -1.49 -0.08 -1.10
N 1.58 0.01 1.10
C 0.56 -0.46 -0.83
C -0.19 0.31 0.27
C 0.23 -0.39 0.26
C 0.20 0.18 0.18
C 0.53 -0.03 0.22
C -0.20 0.14 -0.54
S -0.60 -0.59 1.08
H -0.16 -0.16 0.03
H -0.06 0.13 -0.10
H 0.10 0.32 -0.10
H 0.31 0.04 0.13
H 0.18 -0.22 -0.02
H -0.36 -0.09 -0.17

Multiplicity = 3
Charge = +2
Lowest unoccupied orbital energy (alpha / beta) = -8.7 / -8.7 eV
Orbital gap (alpha / beta) = 4.91 / 4.94 eV
Expectation value of S² = 2.011
Highest occupied orbital energy (alpha / beta) = -0.4994 / -0.5017 Ha

---

What did we get for E_tot? Answer: -138241.1276, -49078.0559 eV, in the order shown.
What did we get for ΔE to the lowest compared entry with this formula, charge and spin? Answer: 0.0, 41.2 kJ/mol, in the order shown.